# 1
124
Properties=species:S:1:pos:R:3:mulliken_charge:R:1 method="wB97M-V/def2-TZVPD" fmax_ev_per_a=6.20 orbital_gap_ha=0.2604 energy_ev=-144619.059
C -2.8809 6.3147 -3.6929 -0.4997
O -3.4793 5.6249 -2.5470 -0.3597
C -2.9286 4.2848 -2.3226 0.6396
C -2.6885 4.0729 -0.6965 -0.6409
C -1.3979 3.1002 -0.4752 0.1143
N -1.5869 1.6348 -0.6710 0.9981
C -0.6223 0.9893 -1.6328 -0.7398
B -1.0068 1.2522 -3.2453 1.1136
O -1.9827 0.3318 -3.9302 -0.5643
O -0.4250 2.3247 -4.0755 -0.7644
C 0.9730 1.2589 -1.3040 -0.3106
O 1.9044 0.3759 -2.0195 -0.2563
C 2.6964 1.0919 -3.0317 -0.1559
P 4.2879 1.9352 -2.3336 0.8359
O 5.2038 0.9684 -1.4793 -0.5499
O 5.1751 2.4933 -3.7683 -0.5443
O 3.8054 3.3980 -1.4911 -0.4099
P 1.2671 0.9698 0.5967 0.3954
O 1.3333 2.5135 1.4477 -0.2679
Cl 3.1798 0.0914 0.9344 -0.1908
P -3.2485 1.0974 -0.9444 0.1299
N -3.3719 -0.6680 -1.2728 -0.6584
O -4.0944 1.3232 0.5833 -0.5119
H -3.6073 6.4326 -4.6116 0.2321
H -1.8850 5.8605 -4.1006 0.1788
H -2.6098 7.4172 -3.3232 0.2181
H -3.6060 3.4030 -2.7572 -0.1070
H -1.8594 4.1051 -2.8159 -0.2470
H -2.3592 5.1507 -0.2976 0.2779
H -3.6517 3.8040 -0.0960 0.2395
H -0.5156 3.5907 -1.1143 -0.1247
H -1.0523 3.2577 0.6576 -0.2964
H -0.7677 -0.1895 -1.4988 0.0859
H -2.2531 0.7698 -4.8113 0.2558
H -0.0202 2.9683 -3.4070 0.2255
H 1.2915 2.3812 -1.5060 0.2960
H 2.1125 1.9430 -3.6006 0.1720
H 2.9717 0.2849 -3.8664 0.2587
H 4.4479 2.5685 -4.4816 0.3443
H 3.6183 4.0916 -2.2144 0.3176
H 2.2874 2.8266 1.5440 0.1742
H -4.0790 -1.1003 -0.6304 0.2771
H -3.6218 -0.8566 -2.2747 0.2377
H -3.5611 0.8145 1.2882 0.2707
C -2.0589 3.0852 4.5396 -0.3914
C -3.2922 2.4487 3.9859 -0.1056
O -3.7951 3.4302 3.0995 -0.2965
C -2.7397 4.2172 2.7385 0.6724
O -2.7774 5.0573 1.8550 -0.5794
O -1.6369 3.9407 3.4941 -0.2597
H -1.2831 2.3524 4.7778 0.3119
H -2.2635 3.6893 5.4297 0.2467
H -3.0739 1.5380 3.4182 0.0599
H -4.0252 2.2158 4.7632 0.3310
C 6.9394 -2.2083 2.1573 -0.3200
C 5.8976 -1.4544 2.9184 0.1666
O 5.6436 -2.2868 4.0341 -0.1859
C 6.7547 -3.0592 4.2142 0.5943
O 6.9490 -3.7704 5.1859 -0.5799
O 7.6198 -2.9312 3.1660 -0.3510
H 7.6270 -1.5457 1.6245 0.3151
H 6.5056 -2.9182 1.4454 0.2253
H 6.2605 -0.4849 3.2757 0.3390
H 4.9862 -1.2995 2.3344 -0.2105
C 0.1408 -3.6528 -5.9711 -0.3640
C 0.5534 -2.2674 -5.5925 -0.1005
O -0.3696 -1.4513 -6.2883 -0.2809
C -1.4771 -2.2147 -6.5216 0.6800
O -2.5340 -1.7822 -6.9502 -0.5638
O -1.2479 -3.5243 -6.2119 -0.3202
H 0.3306 -4.3764 -5.1736 0.3075
H 0.6282 -3.9982 -6.8888 0.2566
H 0.4518 -2.0797 -4.5183 0.1199
H 1.5786 -2.0405 -5.8975 0.2987
C 2.3946 -3.0461 5.7884 -0.0505
C 2.8072 -1.6606 6.1671 -0.2120
O 1.8842 -0.8446 5.4712 -0.2979
C 0.7767 -1.6080 5.2379 0.6825
O -0.2801 -1.1754 4.8094 -0.5970
O 1.0060 -2.9176 5.5476 -0.3265
H 2.5844 -3.7697 6.5859 0.3284
H 2.8820 -3.3915 4.8707 0.0313
H 2.7056 -1.4730 7.2412 0.2546
H 3.8325 -1.4338 5.8621 0.1808
C 2.6096 6.5027 1.0154 -0.3679
C 4.0174 6.8657 1.3608 -0.3520
O 4.3093 6.0257 2.4614 -0.3501
C 3.4677 4.9541 2.3770 0.6178
O 3.5578 3.9517 3.0661 -0.5447
O 2.5136 5.1501 1.4207 -0.1814
H 2.4042 6.6025 -0.0540 0.2941
H 1.8762 7.0924 1.5753 0.2791
H 4.7180 6.6419 0.5494 0.2393
H 4.1195 7.9184 1.6384 0.3041
C -8.1313 2.1405 -1.6274 -0.4235
C -6.6770 2.1527 -1.2842 -0.0838
O -6.0439 2.0863 -2.5479 -0.1584
C -6.9340 2.5687 -3.4637 0.5492
O -6.6610 2.8133 -4.6270 -0.5646
O -8.1686 2.7426 -2.9076 -0.3387
H -8.7324 2.7102 -0.9134 0.3297
H -8.5348 1.1252 -1.7024 0.2624
H -6.3731 3.0786 -0.7846 0.1807
H -6.3893 1.3016 -0.6610 0.2329
C 0.8105 -6.0399 1.7733 -0.1063
C 1.4913 -6.2129 3.0923 -0.2889
O 2.7359 -5.5668 2.9033 -0.2997
C 2.5646 -4.6624 1.8952 0.6053
O 3.3840 -3.8142 1.5843 -0.5711
O 1.3568 -4.8304 1.2816 -0.2778
H -0.2757 -5.9626 1.8724 0.2542
H 1.0477 -6.8461 1.0713 0.1144
H 0.9552 -5.7164 3.9079 0.1975
H 1.6360 -7.2655 3.3509 0.3279
C -2.0411 -10.0715 -0.8151 -0.3436
C -1.9348 -8.6524 -0.3593 -0.3055
O -1.0646 -8.7325 0.7536 -0.2661
C -0.3218 -9.8670 0.5959 0.6647
O 0.6436 -10.1590 1.2817 -0.5422
O -0.7997 -10.6310 -0.4295 -0.3076
H -2.1835 -10.1521 -1.8963 0.3012
H -2.8460 -10.6144 -0.3086 0.2589
H -1.4823 -8.0030 -1.1161 0.2535
H -2.9023 -8.2359 -0.0661 0.3093

***

# 2
88
Properties=species:S:1:pos:R:3:mulliken_charge:R:1 method="wB97M-V/def2-TZVPD" e_above_lowest_kj_mol=0.0 fmax_ev_per_a=4.42 orbital_gap_ha=0.3604 energy_ev=-111674.960
C 0.8286 5.1751 25.0469 0.1476
C 2.3685 5.3114 25.1673 -0.5348
O 2.7914 5.6765 23.7714 -0.3569
S 1.7270 6.6620 23.0925 1.1972
O 1.4706 6.1980 21.7983 -0.4211
O 1.9971 8.0454 23.4354 -0.6190
O 0.4912 6.2527 24.0744 -0.3645
H 0.4510 5.4444 26.0310 0.3483
H 0.4864 4.2138 24.6201 -0.1165
H 2.7134 4.3269 25.4700 0.3707
H 2.7198 6.0727 25.8859 0.3777
C -5.2633 10.3898 21.2795 -0.5838
C -6.2291 10.6671 20.1715 -0.1756
O -6.9447 9.4042 20.0689 -0.3222
S -6.1838 8.2451 20.6940 0.9064
O -5.8466 7.1993 19.6985 -0.1654
O -6.9125 7.9190 21.8879 -0.7134
O -4.8567 8.9950 20.9715 -0.2033
H -5.8085 10.2737 22.2192 0.3185
H -4.3735 11.0074 21.4015 0.3681
H -5.7615 10.9927 19.2473 0.1429
H -6.8560 11.4680 20.4857 0.3695
C -6.0414 6.9824 15.6958 0.0957
C -7.1464 7.6754 16.5246 -0.2659
O -6.4829 8.8883 17.0608 -0.2589
S -5.2143 9.1996 16.2296 1.1142
O -4.0559 8.8227 16.9856 -0.3681
O -5.3140 10.5650 15.8423 -0.7075
O -5.3490 8.1954 15.0662 -0.4610
H -6.4327 6.3435 14.9006 0.5168
H -5.3748 6.4656 16.4051 -0.2619
H -7.4333 7.1187 17.4939 0.1218
H -8.0047 7.9698 15.9701 0.3660
C -6.7592 3.9403 19.8608 -0.3286
C -5.2354 3.8636 19.5275 0.4536
O -5.2265 3.2312 18.2554 -0.1789
S -6.6252 3.0369 17.5827 1.0763
O -6.6562 1.7941 16.9368 -0.5880
O -7.0086 4.2663 17.0018 -0.4737
O -7.3754 3.0020 18.9775 -0.4231
H -7.0801 4.9541 19.6907 0.2284
H -7.0231 3.5886 20.8825 0.3130
H -4.7891 3.1309 20.1725 0.3040
H -4.7339 4.8074 19.6822 -0.3778
N -1.9377 10.7332 19.8556 -0.4176
C -0.8853 10.0631 20.3335 -0.2989
C 0.1547 9.5584 19.5457 -0.4306
C 0.0328 9.6196 18.1712 -0.4479
C -1.0719 10.2513 17.6000 -0.2595
C -2.0106 10.8187 18.4491 -0.2644
H -0.7801 9.9515 21.4191 0.4247
H 0.9739 9.0680 19.9999 0.4838
H 0.7550 9.1361 17.6240 0.4919
H -1.2803 10.2654 16.5137 0.3664
H -2.8581 11.3743 17.9669 0.3254
N 2.1945 2.4221 23.3293 -0.4852
C 1.2048 1.9007 23.9960 -0.4939
C -0.0102 1.7031 23.4037 -0.2641
C -0.3054 2.2217 22.1632 -0.4118
C 0.7602 3.0391 21.5473 -0.0775
C 1.9579 3.1152 22.1873 -0.4513
H 1.3979 1.4400 24.9683 0.3328
H -0.7063 1.0742 23.8875 0.4421
H -1.2565 2.2169 21.7065 0.5539
H 0.6169 3.3484 20.5279 0.4463
H 2.7676 3.6369 21.7336 0.3954
N -4.0249 4.6384 14.1056 -0.5082
C -3.0025 5.2537 14.6160 -0.2056
C -1.9294 4.5511 15.1356 -0.2166
C -1.9795 3.2463 15.4543 -0.2707
C -3.1156 2.5447 15.0482 -0.4550
C -4.0656 3.2927 14.3605 -0.4335
H -2.9194 6.3010 14.4365 0.5396
H -1.0175 5.0910 15.3322 0.3307
H -1.0673 2.7834 15.7414 0.5260
H -3.1886 1.4711 15.0570 0.4381
H -4.9794 2.7913 13.9393 0.3416
N -1.7644 4.3756 19.8859 -0.0227
C -1.8107 5.3186 20.7481 -0.5386
C -2.3832 6.5513 20.4221 -0.8615
C -2.7199 6.7932 19.1198 0.5541
C -2.5795 5.8033 18.1526 0.3832
C -2.1058 4.5855 18.6205 -1.0737
H -1.3409 5.2419 21.6949 0.4101
H -2.4868 7.3213 21.2136 0.3833
H -3.0661 7.7391 18.7428 0.3741
H -2.6078 6.0534 17.1241 0.2732
H -2.0398 3.6957 17.9844 0.2050

***

# 3
15
Properties=species:S:1:pos:R:3:nbo_charge:R:1 method="wB97M-V/def2-TZVPD" e_above_lowest_kj_mol=605.8 fmax_ev_per_a=0.31 orbital_gap_ha=0.2844 energy_ev=-7826.041
C -1.7739 -0.5365 -0.2873 -0.8023
C -0.5446 1.2779 -0.0513 0.3372
O -0.4649 1.6325 1.1313 -0.6764
C 0.2344 0.1367 -0.5200 -0.0163
C 2.0942 0.1032 -0.0014 -0.5225
N 0.8717 -0.5301 0.5653 -0.5739
H -2.1487 -0.4768 0.7404 0.2049
H -2.5273 -0.1484 -0.9815 0.2069
H -1.5658 -1.5843 -0.5499 0.1858
H -1.0761 1.8651 -0.8133 0.1591
H 0.5275 0.0040 1.3889 0.4558
H 0.2939 -0.2429 -1.5271 0.2519
H 2.6320 0.6714 0.7602 0.1997
H 2.7056 -0.6337 -0.5256 0.1850
H 0.7420 -1.5380 0.6714 0.4050

***

# 4
76
Properties=species:S:1:pos:R:3:mulliken_charge:R:1 method="wB97M-V/def2-TZVPD" fmax_ev_per_a=2.72 orbital_gap_ha=0.3693 energy_ev=-46957.426
C 9.4757 3.2908 6.7438 -0.9144
C 8.5670 3.7334 5.5598 -0.3029
O 7.5758 2.7884 5.1683 -0.2707
P 6.5230 2.3657 6.3770 0.4312
F 7.2472 0.8490 6.5085 -0.3747
P 5.4621 4.3167 6.3023 0.1302
O 5.1483 4.7282 4.8741 -0.4707
H 9.1110 2.4286 7.3086 0.3278
H 9.6350 4.1638 7.3883 0.2731
H 10.4695 3.0225 6.3683 0.2934
H 9.2125 3.8586 4.6857 0.3391
H 8.1726 4.7336 5.7745 0.2570
H 5.3117 1.7400 5.9608 0.0574
H 6.7329 2.5049 7.7764 0.0560
H 4.3318 4.2448 7.1657 0.0930
H 6.3543 5.2550 6.9250 0.0762
C 4.8306 4.0368 1.5626 -1.1644
C 3.3996 4.2517 2.0388 -0.4628
C 2.7598 2.9907 2.6154 -0.4709
C 2.6128 1.8276 1.6315 -0.8403
C 1.8059 2.1424 0.3723 -0.2532
C 0.3580 2.5225 0.6612 -1.1658
H 4.8825 3.3084 0.7499 0.3754
H 5.2509 4.9736 1.1919 0.3629
H 5.4611 3.6865 2.3819 0.1452
H 2.7937 4.6462 1.2167 0.3845
H 3.4030 5.0214 2.8137 0.4099
H 1.7769 3.2481 3.0229 0.3431
H 3.3570 2.6502 3.4675 0.1317
H 2.1407 0.9888 2.1546 0.3905
H 3.6043 1.4736 1.3336 0.3427
H 1.8133 1.2591 -0.2736 0.2298
H 2.2876 2.9416 -0.1977 0.2760
H -0.1554 1.7178 1.1932 0.2292
H -0.1782 2.7047 -0.2726 0.3369
H 0.2904 3.4304 1.2625 0.3974
C -4.1130 -1.4073 0.5321 -1.2600
C -4.0180 -1.0407 -0.9447 -0.4470
C -3.0919 -1.9609 -1.7386 -0.0368
C -1.6273 -1.9469 -1.2972 -1.2105
C -0.9549 -0.5751 -1.3341 0.1335
C -0.8908 0.0297 -2.7323 -1.2939
H -3.1472 -1.3219 1.0328 0.2695
H -4.8090 -0.7417 1.0459 0.3932
H -4.4740 -2.4308 0.6559 0.3055
H -3.6979 0.0003 -1.0448 0.2942
H -5.0187 -1.0958 -1.3836 0.3681
H -3.1543 -1.6947 -2.7981 0.0100
H -3.4644 -2.9887 -1.6663 0.3326
H -1.0664 -2.6352 -1.9380 0.3998
H -1.5466 -2.3508 -0.2836 0.3961
H 0.0647 -0.6784 -0.9517 0.2418
H -1.4656 0.1175 -0.6590 0.0990
H -0.3458 -0.6264 -3.4147 0.3137
H -0.3742 0.9912 -2.7069 0.3822
H -1.8864 0.2025 -3.1444 0.3022
C -3.9224 -3.5601 -5.1298 -1.2643
C -5.3524 -3.3346 -4.6534 -0.1345
C -6.0042 -4.5929 -4.0819 -0.6476
C -6.1595 -5.7492 -5.0718 -0.7805
C -6.9614 -5.4202 -6.3308 -0.3650
C -8.4065 -5.0281 -6.0423 -1.1922
H -3.8759 -4.2852 -5.9441 0.4247
H -3.4946 -2.6250 -5.4972 0.3508
H -3.2933 -3.9201 -4.3125 0.2288
H -5.9536 -2.9317 -5.4735 0.3661
H -5.3440 -2.5655 -3.8751 0.0926
H -6.9847 -4.3286 -3.6749 0.3534
H -5.4122 -4.9444 -3.2303 0.3158
H -6.6396 -6.5855 -4.5535 0.3908
H -5.1708 -6.1109 -5.3696 0.3007
H -6.9606 -6.2996 -6.9808 0.3785
H -6.4712 -4.6224 -6.8959 0.2350
H -8.9285 -5.8297 -5.5151 0.2929
H -8.9414 -4.8354 -6.9739 0.3767
H -8.4666 -4.1231 -5.4358 0.2857

***

# 5
66
Properties=species:S:1:pos:R:3:nbo_charge:R:1 method="wB97M-V/def2-TZVPD" fmax_ev_per_a=0.22 orbital_gap_ha=0.3136 charge=+2 energy_ev=-42280.476
Cd 0.4263 -0.0290 -0.0801 1.7657
C -2.4398 1.3066 -0.7559 -0.0910
C -1.5062 2.4665 -1.0201 -0.0972
O -0.3143 2.1861 -0.2846 -0.6289
C 0.5306 3.3026 -0.0095 -0.0971
C 1.7911 2.7718 0.6831 -0.0911
O 1.5381 1.5646 1.3976 -0.5857
C 0.8483 1.7362 2.6385 -0.0941
C 0.5526 0.3576 3.1611 -0.0884
O -0.2728 -0.2942 2.1832 -0.6185
C -0.7071 -1.6175 2.5298 -0.0889
C 0.1870 -2.6531 1.8871 -0.0945
O 0.2747 -2.2959 0.5058 -0.6310
C 0.5258 -3.3524 -0.4214 -0.0958
C 0.9549 -2.7065 -1.7317 -0.0931
O 0.2146 -1.5094 -1.9994 -0.5955
C -1.1404 -1.7328 -2.4019 -0.0951
C -1.8450 -0.4063 -2.3532 -0.0922
O -1.7817 0.0564 -0.9956 -0.6087
H -3.3414 1.3860 -1.3659 0.2159
H -2.7269 1.2914 0.2947 0.2157
H -1.9670 3.3890 -0.6577 0.2159
H -1.2626 2.5895 -2.0788 0.1945
H -0.0186 4.0120 0.6144 0.1969
H 0.8068 3.8068 -0.9394 0.2057
H 2.1944 3.5306 1.3564 0.2140
H 2.5610 2.5223 -0.0449 0.2069
H -0.0832 2.2880 2.4812 0.1929
H 1.4779 2.2836 3.3439 0.2158
H 0.0122 0.4219 4.1078 0.2150
H 1.4767 -0.2084 3.3090 0.1972
H -1.7225 -1.7122 2.1459 0.2135
H -0.7274 -1.7357 3.6141 0.2151
H -0.2645 -3.6416 1.9985 0.2154
H 1.1929 -2.6718 2.3153 0.1971
H -0.3799 -3.9561 -0.5186 0.1951
H 1.3313 -3.9958 -0.0591 0.2124
H 0.8434 -3.4109 -2.5584 0.2135
H 1.9941 -2.3934 -1.6717 0.2146
H -1.6282 -2.4331 -1.7188 0.1951
H -1.1656 -2.1407 -3.4148 0.2164
H -2.8896 -0.5288 -2.6472 0.2172
H -1.3658 0.3152 -3.0217 0.1919
C 8.9757 0.2579 -1.8553 -0.6506
C 7.4815 0.2533 -1.7634 0.1225
C 6.8350 -0.1530 -0.5980 -0.2432
C 5.4576 -0.1784 -0.4977 0.0982
C 4.8429 -0.6325 0.7976 -0.6368
C 4.6923 0.2309 -1.6221 -0.2015
C 3.2666 0.2521 -1.6036 0.4252
O 2.5424 -0.1298 -0.6631 -0.7746
C 5.3371 0.6534 -2.8178 0.0941
C 4.5805 1.0986 -4.0453 -0.6547
C 6.7143 0.6522 -2.8597 -0.2427
H 9.4423 0.0387 -0.8980 0.2318
H 9.3353 1.2247 -2.2087 0.2442
H 9.3074 -0.4898 -2.5782 0.2486
H 7.4286 -0.4583 0.2547 0.2254
H 5.6263 -0.8475 1.5210 0.2297
H 4.2465 -1.5346 0.6533 0.2234
H 4.1751 0.1236 1.2125 0.2269
H 2.7717 0.6431 -2.5015 0.1508
H 3.9952 2.0019 -3.8620 0.2234
H 3.9028 0.3258 -4.4111 0.2244
H 5.2793 1.3250 -4.8463 0.2451
H 7.2175 0.9679 -3.7654 0.2276

***

# 6
18
Properties=species:S:1:pos:R:3:nbo_charge:R:1 method="wB97M-V/def2-TZVPD" e_above_lowest_kj_mol=305.1 fmax_ev_per_a=3.21 orbital_gap_ha=0.3524 energy_ev=-8898.536
C -2.0485 -0.0750 -0.8950 -0.6166
C -1.4934 0.9858 0.0327 -0.4087
C -0.8982 0.5170 1.2537 -0.0391
N 0.5372 -0.8624 0.6801 -0.7791
C 1.3989 -0.1197 -0.0233 0.6361
O 1.1554 1.0548 -0.3219 -0.7191
C 2.7595 -0.6727 -0.4496 -0.7060
H -2.9363 0.2840 -1.4191 0.2158
H -1.2874 -0.3397 -1.6398 0.2352
H -2.2780 -0.9882 -0.3359 0.2098
H -0.9966 1.8265 -0.4602 0.2650
H -2.2336 1.4058 0.8495 0.2315
H -0.4199 1.3247 1.8195 0.2308
H -1.4866 -0.2026 1.8024 0.2008
H 0.8812 -1.8316 0.7964 0.3791
H 2.9011 -0.4561 -1.5123 0.2319
H 2.9141 -1.7401 -0.2687 0.1988
H 3.5311 -0.1106 0.0916 0.2338

***

# 7
17
Properties=species:S:1:pos:R:3:nbo_charge:R:1 method="wB97M-V/def2-TZVPD" e_above_lowest_kj_mol=325.7 fmax_ev_per_a=0.62 orbital_gap_ha=0.3413 energy_ev=-9439.668
C 1.5815 -1.2069 -1.2067 -0.2485
C 1.0301 -0.7620 1.6037 0.2704
O 0.4886 0.2593 1.9369 -0.5027
C -1.3499 0.4234 -0.0746 -0.2207
C -1.9892 1.7166 0.3113 -0.6370
C -0.3624 0.2294 -0.9383 0.0984
O 0.1799 -1.0245 -1.0580 -0.5443
H 2.1554 -0.2717 -1.1444 0.1815
H 1.8834 -1.8820 -0.4012 0.1746
H 1.8226 -1.7049 -2.1540 0.1865
H 0.4797 -1.7086 1.4393 0.1186
H 2.1204 -0.8034 1.4195 0.1061
H -1.6413 -0.4424 0.5192 0.2013
H -3.0782 1.7190 0.1838 0.2124
H -1.7856 1.8736 1.3772 0.2262
H -1.5836 2.5782 -0.2273 0.2085
H 0.0484 1.0069 -1.5863 0.1688